Entry 1:
{
  "formula": "C36H78Br2NO",
  "method": "ωB97M-V/def2-TZVPD",
  "spin_multiplicity": 2,
  "energy_ha": -6696.44791,
  "lumo_ha": [0.01281, 0.01281],
  "homo_ha": [-0.2873, -0.3465],
  "species": ["Br", "Br", "O", "N", "C", "C", "C", "C", "C", "C", "C", "C", "C", "C", "C", "C", "C", "C", "C", "C", "C", "C", "C", "C", "C", "C", "C", "C", "C", "C", "C", "C", "C", "C", "C", "C", "C", "C", "C", "C", "H", "H", "H", "H", "H", "H", "H", "H", "H", "H", "H", "H", "H", "H", "H", "H", "H", "H", "H", "H", "H", "H", "H", "H", "H", "H", "H", "H", "H", "H", "H", "H", "H", "H", "H", "H", "H", "H", "H", "H", "H", "H", "H", "H", "H", "H", "H", "H", "H", "H", "H", "H", "H", "H", "H", "H", "H", "H", "H", "H", "H", "H", "H", "H", "H", "H", "H", "H", "H", "H", "H", "H", "H", "H", "H", "H", "H", "H"],
  "coordinates": [[5.15025, -0.32664, -0.46731], [1.72538, -1.59366, 2.01314], [5.55644, -0.64893, -4.33276], [4.61843, -1.07370, -3.58094], [-2.61696, 1.48305, 5.83598], [3.66721, -2.91683, -2.17659], [3.44869, -1.26009, -0.22549], [-1.12138, 1.87459, -4.12448], [-2.05478, 1.13565, 7.20931], [4.24509, -3.26975, -4.60751], [2.80251, 0.89810, 1.14749], [-2.89385, -7.56019, 1.66297], [-0.20760, 5.71031, 5.05052], [-2.29031, 0.44867, 4.75920], [2.40768, -0.44310, 0.57109], [-1.21889, 0.60061, -6.97185], [-1.61093, 5.52910, 5.61761], [-2.66766, 5.25194, 4.54894], [-2.57230, 1.09738, -7.47868], [6.09555, -2.90143, -2.97272], [-3.19633, 7.73062, 4.09172], [-0.10180, -6.18772, 1.67999], [-4.50341, 7.74345, 4.87581], [-0.51304, 2.17181, 2.88736], [-1.27199, -0.16549, -5.64886], [3.84935, 1.21895, -3.26253], [0.06636, -4.28613, -0.01311], [2.84690, -1.79815, -1.52796], [-0.50263, -4.75823, 1.31885], [-0.01305, 1.49174, 4.15643], [-3.57478, -0.02147, -7.73663], [2.76580, -0.24686, -4.97049], [2.37086, -0.75871, -2.54489], [4.64354, -2.53693, -3.31982], [-0.79566, 0.22973, 4.51317], [-2.84511, 6.36142, 3.51112], [-1.88575, 0.60425, -4.48025], [3.39773, -0.22567, -3.57203], [-0.55630, -7.25441, 0.68135], [-2.06108, -7.28388, 0.41654], [-0.34308, -0.23353, 5.39412], [-1.60720, 4.69501, 6.32562], [-0.45506, 1.50275, 2.02424], [-0.24324, -8.23457, 1.05520], [1.15834, -4.34799, -0.01000], [3.19375, -3.11769, -4.85426], [-4.73657, 8.74467, 5.24007], [-3.62388, 5.04824, 5.03892], [-0.54162, 1.45355, -6.87389], [-4.51201, 0.37074, -8.13300], [-3.70346, 1.58494, 5.90365], [4.86196, -2.92012, -5.43577], [4.40642, -4.34156, -4.47318], [-2.92778, 0.85206, -4.70153], [3.12052, 1.56146, 0.34074], [-1.91396, -0.05422, -3.60753], [-0.08018, 1.64548, -3.88042], [-0.96456, 1.08615, 7.19732], [-2.76345, -6.78098, 2.41571], [1.95107, 1.34559, 1.65837], [4.22721, -3.43105, -1.39285], [3.51474, -0.00332, -5.72354], [-2.38245, 8.08023, 4.73380], [-2.24521, 2.46517, 5.52863], [-3.26006, 8.45026, 3.27139], [3.74852, -2.11980, 0.36610], [3.70610, 1.86275, -4.12991], [-0.05558, 2.20472, 4.98626], [-4.46036, 7.08173, 5.74247], [-3.17995, -0.73823, -8.46054], [2.96317, -3.65292, -2.57179], [-0.67679, -0.49232, 3.69943], [-1.59284, -4.66867, 1.30101], [-1.88975, 6.41268, 6.19914], [-2.60766, -8.51086, 2.11900], [2.31114, -1.20875, -5.20792], [0.09708, 4.82711, 4.48325], [0.98850, -6.23699, 1.76811], [1.52633, -0.31753, -0.05457], [-2.41200, 1.65915, -8.40244], [-3.63230, 6.05917, 2.81281], [-3.95710, -7.61098, 1.42545], [-2.34050, 1.88015, 7.95377], [3.28217, 1.63969, -2.43136], [6.64697, -3.19540, -3.86499], [-2.73973, -0.51044, 5.03577], [1.97766, 0.50955, -5.00388], [-0.49327, -6.42494, 2.67278], [-2.39842, 4.32903, 4.02582], [-2.42546, 0.16528, 7.54805], [-0.25049, -0.45483, -5.37866], [1.04195, 1.22762, 4.04062], [-1.93345, 6.45243, 2.91419], [4.90455, 1.25230, -3.00871], [-0.15113, 6.56916, 4.37951], [-1.55294, 2.48509, 2.98991], [-0.16003, -4.08901, 2.11203], [-0.03181, -7.11453, -0.26795], [1.94661, 0.10165, -2.02299], [1.53569, -1.20641, -3.09055], [1.93644, -2.28344, -1.15238], [-2.77559, 0.74805, 3.82599], [-0.77269, -0.05039, -7.73054], [-5.33584, 7.41353, 4.24972], [3.62658, 0.80743, 1.85405], [0.07398, 3.06372, 2.65844], [-2.37747, -6.33669, -0.03044], [-1.56273, 2.37591, -3.26223], [-2.99660, 1.81006, -6.76522], [-2.26714, -8.05199, -0.33346], [-1.81857, -1.10216, -5.78762], [0.52431, 5.86561, 5.84410], [-0.20725, -3.24773, -0.21014], [6.11622, -3.73336, -2.26746], [-1.11558, 2.58750, -4.95048], [-3.81025, -0.57064, -6.82346], [6.61660, -2.05711, -2.52841], [-0.30170, -4.88960, -0.84520]],
  "atomic_forces_ev_per_a": [[0.05, 0.03, 0.04], [-0.01, 0.00, 0.08], [-0.05, -0.01, 0.12], [0.04, -0.05, -0.37], [0.00, 0.01, -0.01], [0.07, 0.01, 0.03], [-0.03, -0.08, 0.02], [0.00, 0.00, 0.00], [0.01, 0.00, 0.00], [-0.01, -0.04, 0.02], [0.07, 0.00, 0.04], [0.00, 0.00, 0.01], [0.00, 0.00, -0.01], [0.00, 0.02, 0.00], [-0.03, 0.05, -0.10], [0.01, 0.00, 0.00], [0.00, -0.01, 0.01], [0.00, -0.04, 0.02], [0.00, 0.02, 0.01], [0.06, -0.06, -0.01], [0.02, 0.01, 0.00], [0.01, 0.00, 0.00], [-0.01, 0.00, 0.00], [0.03, 0.05, 0.00], [0.05, -0.04, 0.02], [0.04, 0.06, 0.02], [0.00, 0.01, -0.03], [0.00, 0.03, 0.07], [-0.01, 0.00, 0.01], [-0.02, 0.02, 0.01], [0.00, -0.01, 0.00], [-0.10, 0.10, 0.01], [-0.02, 0.06, -0.02], [-0.12, 0.17, 0.08], [0.00, -0.04, -0.02], [0.01, 0.00, 0.00], [0.01, -0.01, 0.01], [0.07, -0.15, 0.09], [0.01, -0.01, 0.00], [0.00, 0.01, -0.01], [0.00, 0.00, 0.00], [0.00, 0.01, 0.00], [-0.01, -0.05, 0.03], [-0.01, 0.00, 0.00], [0.00, -0.01, 0.00], [0.00, -0.01, 0.02], [0.00, 0.00, -0.01], [-0.01, 0.01, -0.01], [0.01, 0.00, 0.00], [0.01, 0.00, -0.01], [0.00, 0.00, 0.01], [-0.01, -0.01, 0.02], [0.01, 0.00, -0.02], [0.00, 0.00, 0.00], [-0.02, 0.00, 0.02], [-0.01, 0.00, 0.00], [0.00, 0.00, -0.01], [0.00, 0.01, 0.00], [0.00, 0.00, 0.00], [0.00, -0.01, -0.02], [-0.04, 0.00, -0.01], [0.01, 0.02, 0.03], [0.00, 0.00, -0.01], [0.00, -0.01, -0.01], [0.00, 0.00, 0.01], [0.02, 0.04, 0.03], [0.00, -0.01, -0.01], [0.01, 0.00, 0.01], [0.00, 0.01, 0.00], [0.00, 0.00, 0.01], [0.00, 0.02, -0.02], [-0.01, -0.01, 0.01], [0.00, -0.01, 0.00], [-0.01, 0.00, 0.00], [0.00, 0.01, 0.00], [0.06, -0.01, 0.00], [0.00, 0.00, -0.01], [0.00, 0.01, 0.00], [0.02, 0.04, 0.02], [-0.01, 0.00, 0.00], [0.00, 0.01, 0.00], [0.00, -0.01, 0.00], [-0.01, 0.00, 0.00], [0.01, 0.01, -0.03], [0.00, 0.07, 0.01], [0.00, 0.01, 0.01], [0.00, -0.02, -0.04], [0.00, -0.01, 0.00], [-0.01, 0.01, -0.01], [0.01, 0.00, 0.00], [-0.01, 0.00, 0.00], [0.00, -0.01, -0.01], [0.00, -0.01, 0.00], [-0.03, -0.01, 0.01], [0.00, 0.00, 0.01], [0.00, 0.00, -0.03], [0.00, 0.01, -0.01], [0.01, 0.00, 0.00], [-0.06, -0.04, -0.03], [0.05, -0.05, -0.03], [0.01, 0.02, 0.00], [0.00, -0.01, -0.01], [-0.01, 0.00, 0.00], [0.00, -0.01, 0.01], [0.00, -0.02, -0.02], [0.00, 0.00, -0.02], [0.01, 0.00, 0.00], [0.00, -0.01, 0.00], [0.01, 0.00, 0.00], [-0.01, 0.00, 0.00], [-0.02, 0.01, -0.01], [0.00, -0.01, 0.00], [0.00, 0.00, 0.01], [-0.01, -0.04, -0.08], [0.00, 0.00, 0.00], [0.00, 0.01, 0.00], [-0.05, -0.02, 0.08], [0.00, 0.00, 0.00]],
  "mulliken_spin": [0.007, 0.000, 0.524, 0.394, 0.000, 0.012, -0.001, 0.000, 0.000, 0.042, 0.001, 0.000, 0.000, 0.000, -0.002, 0.000, 0.000, 0.000, 0.000, 0.012, 0.000, 0.000, 0.000, 0.000, 0.000, 0.015, 0.000, 0.004, 0.000, 0.000, 0.000, 0.058, 0.022, -0.027, 0.000, 0.000, 0.000, -0.039, 0.000, 0.000, 0.000, 0.000, 0.000, 0.000, 0.000, -0.002, 0.000, 0.000, 0.000, 0.000, 0.000, -0.001, -0.001, 0.000, 0.000, 0.000, 0.000, 0.000, 0.000, 0.000, -0.002, -0.004, 0.000, 0.000, 0.000, 0.001, -0.002, 0.000, 0.000, 0.000, -0.001, 0.000, 0.000, 0.000, 0.000, -0.009, 0.000, 0.000, 0.000, 0.000, 0.000, 0.000, 0.000, -0.003, -0.001, 0.000, 0.000, 0.000, 0.000, 0.000, 0.000, 0.000, 0.000, 0.006, 0.000, 0.000, 0.000, 0.000, -0.002, 0.000, -0.001, 0.000, 0.000, 0.000, -0.001, 0.000, 0.000, 0.000, 0.000, 0.000, 0.000, 0.000, 0.000, -0.001, 0.000, 0.000, 0.002, 0.000]
}


Entry 2:
{
  "formula": "C27H19CaCl2NO4P",
  "method": "ωB97M-V/def2-TZVPD",
  "energy_ha": -3335.12374,
  "lumo_ha": [-0.12666, -0.12780],
  "homo_ha": [-0.3406, -0.3406],
  "total_charge": 1,
  "species": ["Ca", "Cl", "Cl", "P", "O", "O", "O", "O", "N", "C", "C", "C", "C", "C", "C", "C", "C", "C", "C", "C", "C", "C", "C", "C", "C", "C", "C", "C", "C", "C", "C", "C", "C", "C", "C", "C", "H", "H", "H", "H", "H", "H", "H", "H", "H", "H", "H", "H", "H", "H", "H", "H", "H", "H", "H"],
  "coordinates": [[-9.72542, -15.05129, -0.82079], [-5.11521, -13.19145, 0.81512], [-4.13133, -18.21615, 2.52110], [-12.96322, -13.80423, -0.72525], [-7.16459, -15.49101, -6.10256], [-7.46382, -14.36140, -5.75011], [-11.50011, -14.20327, -0.32162], [-7.77643, -14.20449, 0.36544], [-8.38569, -16.98466, 0.04731], [-5.14497, -17.06013, 1.81641], [-6.41276, -17.47179, 1.30311], [-14.98896, -17.12963, 0.48626], [-7.25839, -16.53434, 0.70078], [-13.26053, -12.08442, -0.27966], [-12.93871, -13.79617, -2.49620], [-7.97146, -19.24818, 0.70140], [-16.35586, -15.16123, 0.72377], [-16.19112, -16.53631, 0.88949], [-11.87736, -13.15137, -3.13283], [-13.21598, -10.46372, 1.48496], [-5.58034, -14.81122, 1.14852], [-13.61878, -11.11930, -1.22243], [-12.41787, -14.31321, -5.16968], [-6.81426, -18.78849, 1.29867], [-6.92897, -15.10610, 0.80567], [-13.03026, -11.74676, 1.04312], [-13.51857, -14.83214, -4.57318], [-15.33418, -14.37422, 0.28886], [-13.67318, -9.79280, -0.80662], [-8.72034, -18.29234, -0.01280], [-13.91999, -16.32747, 0.12188], [-4.71465, -15.75746, 1.72869], [-13.79864, -14.60568, -3.23183], [-11.59363, -13.43181, -4.44891], [-13.42258, -9.46120, 0.54153], [-14.10152, -14.94840, -0.02426], [-13.32554, -8.39984, 0.80279], [-11.22107, -12.44797, -2.59890], [-3.71159, -15.46824, 1.99327], [-6.14975, -19.47397, 1.85181], [-13.92194, -9.06387, -1.55062], [-9.64052, -18.59135, -0.56776], [-13.73765, -11.40900, -2.26763], [-15.43824, -13.29508, 0.22710], [-13.13358, -10.24450, 2.56662], [-14.27849, -15.46490, -5.11271], [-14.71826, -14.99840, -2.74328], [-10.77332, -12.87298, -4.91995], [-12.10213, -14.57382, -6.18492], [-8.28768, -20.30501, 0.77830], [-17.31412, -14.70221, 0.96241], [-17.03283, -17.10401, 1.28750], [-14.84846, -18.21042, 0.49213], [-12.95249, -16.78314, -0.06935], [-12.72539, -12.55605, 1.68425]],
  "atomic_forces_ev_per_a": [[3.07, -0.20, 0.76], [0.43, 0.13, 0.28], [0.86, -0.80, 0.56], [2.61, 0.71, 0.47], [-0.45, 1.71, 0.53], [0.44, -1.71, -0.52], [-2.71, 0.67, 0.08], [-0.53, -1.16, -0.37], [-0.85, 0.10, -0.57], [-0.44, 0.92, -0.14], [0.97, 0.71, -0.15], [-0.09, -0.09, 0.62], [-0.33, 0.34, 0.33], [0.02, -0.54, -0.28], [-0.56, -0.85, -0.29], [-0.06, 0.03, -0.24], [-1.20, -0.56, 0.78], [-0.04, 0.16, -0.61], [0.77, 0.16, 0.32], [0.47, 0.80, 0.82], [-1.73, -0.23, -0.04], [0.27, -0.13, 0.23], [1.73, 0.59, -0.70], [0.07, -2.07, 0.78], [-0.21, -0.12, -1.43], [-0.43, -0.76, -0.05], [-2.53, -1.58, -0.28], [0.69, 0.43, -0.30], [0.17, -0.54, 0.62], [0.36, 0.73, 0.77], [0.18, 0.20, -0.55], [-0.78, -0.26, -0.79], [-0.40, 0.39, 0.66], [0.00, 0.46, -0.50], [-0.20, 0.37, -0.83], [-0.68, 0.26, 0.17], [-0.44, -0.53, 0.09], [-0.41, -0.32, -0.07], [0.09, -0.02, 0.20], [-0.60, 0.15, -0.46], [0.10, 0.55, -0.05], [0.83, 0.45, 0.41], [-0.24, 0.28, 0.32], [-0.22, -0.15, -0.11], [0.15, 0.03, -0.87], [1.20, 0.68, 0.32], [0.89, 0.05, -0.52], [-0.34, -0.56, 0.04], [-0.50, 0.13, 0.28], [0.30, 0.82, -0.20], [0.21, -0.14, 0.08], [0.36, -0.08, -0.25], [-0.12, 0.28, 0.25], [-0.13, 0.07, -0.15], [-0.02, 0.04, 0.56]],
  "lowdin_charge": [1.561, 0.720, 0.750, 0.863, 0.009, -0.009, -0.601, -0.278, -0.042, -0.643, -0.199, -0.055, -0.157, -0.301, -0.318, -0.043, -0.064, -0.035, -0.114, -0.059, -0.599, -0.064, -0.064, -0.031, -0.412, -0.085, -0.080, -0.081, -0.048, -0.136, -0.061, -0.103, -0.056, -0.062, -0.041, -0.293, 0.120, 0.129, 0.111, 0.093, 0.105, 0.112, 0.109, 0.112, 0.129, 0.138, 0.129, 0.122, 0.123, 0.119, 0.121, 0.120, 0.117, 0.106, 0.115]
}


| no. | molecular weight (g/mol) |
| --- | --- |
| 1 | 700.8 |
| 2 | 563.4 |